No. 1
The following is a DFT calculation (the ωB97M-V functional and the def2-TZVPD basis) of a structure of composition C32H22BrF5HfN4O4S2 in a non-equilibrium geometry.

Geometry as XYZ:
```
71
Properties=species:S:1:pos:R:3
Hf 1.13810 0.40320 0.41876
C 1.62949 3.39599 1.39709
O 0.75006 2.27444 1.17249
C -0.57208 2.37370 1.65544
C -1.05486 3.45095 2.37975
C -2.33081 3.38657 2.94512
Br -2.97283 4.88069 3.89698
C -3.08430 2.22707 2.86389
C -2.61484 1.15712 2.10895
C -1.39746 1.26976 1.41800
O -0.97713 0.23587 0.56779
C -3.22104 -0.15767 2.20119
N -3.59924 -0.66632 3.32238
C -3.81790 -2.00163 3.10379
C -4.23508 -2.98630 3.99429
C -4.39602 -4.26118 3.49063
C -4.17927 -4.54708 2.14166
C -3.76195 -3.57700 1.24446
C -3.55929 -2.30767 1.74777
N -3.10649 -1.11428 1.14864
H 1.77493 3.56146 2.46839
H 1.22372 4.29941 0.93165
H 2.58499 3.13725 0.92840
H -0.46434 4.33565 2.54256
H -4.02401 2.13349 3.38464
H -1.63453 -0.54646 0.79513
H -4.42049 -2.73796 5.02575
H -4.70531 -5.05624 4.14943
H -4.34789 -5.55210 1.78774
H -3.60686 -3.81033 0.20263
H -3.44642 -0.89745 0.21746
C -0.90998 0.05796 -6.38018
C -0.05203 -0.25054 -5.20513
C 1.33969 -0.23099 -5.31024
C 2.14567 -0.49363 -4.21663
C 1.54880 -0.77011 -2.99708
C 0.16659 -0.80231 -2.86170
C -0.62460 -0.56414 -3.97127
S 2.49297 -0.75968 -1.50116
O 1.53158 -1.26627 -0.42039
O 3.75111 -1.39069 -1.46608
N 2.57610 0.81476 -1.05703
C 1.77305 1.67632 -1.79147
C 2.22593 2.49529 -2.82389
C 1.30415 3.29129 -3.47911
C -0.03063 3.26789 -3.07869
C -0.39904 2.44420 -2.03442
N 0.47764 1.65300 -1.40034
H -0.42934 0.78791 -7.02432
H -1.89075 0.42176 -6.08372
H -1.06007 -0.84874 -6.96569
H 1.79567 0.00509 -6.25842
H 3.22131 -0.48978 -4.29317
H -0.27009 -1.02521 -1.89102
H -1.69984 -0.59699 -3.88447
H 3.27626 2.50108 -3.07184
H 1.61607 3.92826 -4.29539
H -0.76743 3.88247 -3.57299
H -1.42253 2.39372 -1.68182
F 6.29257 -2.90647 2.88540
C 5.06730 -2.41653 2.82873
C 4.81437 -1.25292 2.09445
F 5.77527 -0.62857 1.43626
C 3.51810 -0.76288 2.07924
F 3.21843 0.46534 1.43697
C 2.44460 -1.37937 2.71840
S 0.86450 -0.64949 2.63309
C 2.72345 -2.54173 3.45085
F 1.73847 -3.16603 4.08106
C 4.02131 -3.05164 3.51100
F 4.26455 -4.14462 4.20936
```

- largest force on an atom (eV/A) = 3.78
- molecular weight (u) = 944.07
- ΔE to the lowest compared entry with this formula, charge and spin (kJ/mol) = 200.57
- net charge = +2
- HOMO-LUMO gap (eV) = 7.2

***

No. 2
The following is a DFT calculation (the ωB97M-V functional and the def2-TZVPD basis) of a structure of composition C32H22CaF12NO3S in a non-equilibrium geometry.

Geometry as XYZ:
```
72
Properties=species:S:1:pos:R:3
Ca -0.37362 0.43734 0.72667
C -2.73905 -4.13802 -3.80537
C -2.36260 -2.86285 -3.09211
C -1.83146 -1.77173 -3.76582
C -1.51690 -0.61128 -3.08971
C -1.71472 -0.46403 -1.70185
N -1.36866 0.69937 -1.05133
C -1.55621 1.94437 -1.57973
C -2.51651 2.18143 -2.59173
C -2.70243 3.41838 -3.16859
C -1.95515 4.51548 -2.75939
C -2.09354 5.86609 -3.41777
C -1.08603 4.33225 -1.69251
C -0.88220 3.10338 -1.07088
C -0.01815 3.03192 0.21099
O 0.79374 1.96919 0.36119
C -1.02219 3.09104 1.43229
F -1.88004 2.02997 1.44407
F -0.37132 3.00974 2.61833
F -1.79520 4.18295 1.49777
C 0.90611 4.29467 0.39566
F 0.28922 5.47824 0.65527
F 1.66496 4.49190 -0.69842
F 1.75816 4.10401 1.42390
C -2.21092 -1.60392 -0.99806
C -2.52769 -2.75284 -1.71700
C -2.46382 -1.55632 0.53353
O -1.52584 -0.95812 1.29811
C -2.59179 -2.99473 1.15585
F -1.48337 -3.71525 0.86295
F -2.66604 -2.92185 2.49959
F -3.64958 -3.76631 0.78714
C -3.84743 -0.84777 0.75278
F -4.89910 -1.58252 0.31102
F -4.07687 -0.59179 2.05532
F -3.92245 0.32989 0.11175
H -2.72071 -3.99877 -4.88673
H -3.74267 -4.45834 -3.51848
H -2.04805 -4.94653 -3.55217
H -1.66180 -1.82714 -4.83703
H -1.08481 0.22460 -3.62433
H -3.13288 1.34786 -2.89984
H -3.45226 3.53600 -3.94535
H -2.81634 5.82493 -4.23325
H -1.13689 6.19717 -3.82949
H -2.42359 6.62386 -2.70252
H -0.55990 5.20672 -1.33620
H -2.93575 -3.61408 -1.20721
O 1.35264 -0.79453 0.70073
S 2.07227 -0.29862 1.89595
C 3.81862 -0.37341 1.40020
C 4.84823 -0.20281 2.31324
C 6.16015 -0.29970 1.88136
C 6.43531 -0.55155 0.54305
C 5.39695 -0.68946 -0.36644
C 4.08083 -0.59466 0.06084
C 2.21329 -1.74517 2.98108
C 2.04471 -3.00422 2.43290
C 2.18951 -4.11806 3.24381
C 2.49221 -3.96527 4.59090
C 2.62466 -2.69663 5.13740
C 2.47551 -1.57788 4.33111
H 4.62676 -0.00452 3.35455
H 6.97091 -0.18037 2.58839
H 7.46173 -0.63535 0.20953
H 5.61307 -0.86656 -1.41181
H 3.24813 -0.68936 -0.62490
H 1.78051 -3.09311 1.38591
H 2.05976 -5.10753 2.82552
H 2.60820 -4.83873 5.21980
H 2.83072 -2.57981 6.19353
H 2.54962 -0.58121 4.75208
```

- largest force on an atom (eV/A) = 4.86
- molecular weight (u) = 768.65
- ΔE to the lowest compared entry with this formula, charge and spin (kJ/mol) = 207.69
- net charge = -1
- HOMO-LUMO gap (eV) = 5.8

***

No. 3
The following is a DFT calculation (the ωB97M-V functional and the def2-TZVPD basis) of a structure of composition C32H22F3GeN2O3S3Tc in a non-equilibrium geometry.

Geometry as XYZ:
```
67
Properties=species:S:1:pos:R:3
Tc -0.40654 0.13544 -0.20073
F 2.37969 1.88143 5.33368
C 1.81800 2.13258 4.13002
F 0.64143 2.72297 4.37402
F 2.60531 3.03680 3.51730
C 1.70200 0.86791 3.32668
C 2.47655 -0.21694 3.66879
C 2.40639 -1.39484 2.92264
C 1.57119 -1.42419 1.83627
N 0.83680 -0.36770 1.47924
C 0.86408 0.79075 2.18540
S -0.14866 2.01412 1.58034
H 3.12994 -0.15469 4.52815
H 2.99400 -2.25744 3.19664
H 1.46402 -2.30641 1.21780
O 2.87740 1.08539 -2.27671
C 1.68668 1.18611 -2.11388
O 1.09567 0.89302 -0.97689
C 0.77070 1.69500 -3.19601
C 1.42036 2.05873 -4.38057
C 0.73650 2.61471 -5.43970
C -0.63499 2.81584 -5.33131
C -1.29485 2.46027 -4.17403
C -0.61378 1.89618 -3.08664
S -1.64243 1.61046 -1.68128
H 2.48861 1.89894 -4.42235
H 1.26498 2.89952 -6.34011
H -1.18889 3.26094 -6.14852
H -2.35979 2.63293 -4.07575
O -2.63376 -1.50136 2.88957
S -2.99827 -0.60304 1.80873
N -1.88129 -0.31923 0.83485
C -0.64488 -1.24491 -1.35278
Ge -1.12177 -2.62496 -2.65487
C -3.02900 -2.29274 -3.03179
C -3.61570 -2.94074 -4.11664
C -4.96416 -2.77559 -4.39135
C -5.73688 -1.94887 -3.58813
C -5.15985 -1.29678 -2.50889
C -3.81270 -1.47255 -2.22657
C -0.95540 -4.26967 -1.59086
C -1.66383 -4.25934 -0.38900
C -1.65807 -5.36943 0.43926
C -0.93914 -6.49921 0.07213
C -0.22023 -6.51142 -1.11362
C -0.22997 -5.40036 -1.94621
C -0.04026 -2.30089 -4.25800
C -0.44492 -1.23895 -5.06509
C 0.26503 -0.92295 -6.21186
C 1.38085 -1.66998 -6.56416
C 1.78982 -2.72631 -5.76347
C 1.08551 -3.03830 -4.60997
H -3.00791 -3.57642 -4.75219
H -5.41238 -3.29220 -5.23039
H -6.78780 -1.81066 -3.80699
H -5.76098 -0.64347 -1.88875
H -3.36744 -0.95398 -1.39072
H -2.21923 -3.37009 -0.10590
H -2.21028 -5.35218 1.37011
H -0.94228 -7.37206 0.71196
H 0.35083 -7.38885 -1.38880
H 0.32484 -5.42367 -2.87613
H -1.31984 -0.65870 -4.79183
H -0.04905 -0.09162 -6.82862
H 1.93398 -1.42580 -7.46184
H 2.66166 -3.30693 -6.03632
H 1.42582 -3.85474 -3.98448
```

- largest force on an atom (eV/A) = 4.50
- molecular weight (u) = 806.34
- ΔE to the lowest compared entry with this formula, charge and spin (kJ/mol) = 130.50
- net charge = 0
- HOMO-LUMO gap (eV) = 5.8

***

No. 4
The following is a DFT calculation (the ωB97M-V functional and the def2-TZVPD basis) of a structure of composition C32H22FINO2PRe.

Geometry as XYZ:
```
61
Properties=species:S:1:pos:R:3
Re -0.64818 -0.77863 -0.37022
I 1.47375 -1.85468 -1.32601
C 2.97992 -0.36296 -1.48802
C 3.85100 -0.79404 -2.45124
C 4.97522 -0.01813 -2.78427
C 5.17208 1.15245 -2.12476
C 4.27271 1.60467 -1.12763
C 4.57718 2.82091 -0.47136
C 3.78339 3.30724 0.51943
C 2.62361 2.59733 0.86003
C 2.25802 1.42421 0.23669
P 0.71281 0.76198 0.90317
C 1.09230 0.17688 2.56148
C 1.64362 -1.09246 2.72841
C 2.03891 -1.51527 3.98534
C 1.88318 -0.67259 5.07920
C 1.33468 0.59092 4.91644
C 0.93994 1.02209 3.65825
C -0.50278 2.08383 1.02865
C -0.44446 3.22786 0.23437
C -1.50292 4.12235 0.24327
C -2.62286 3.87358 1.02716
C -2.69027 2.72847 1.80846
C -1.63606 1.82740 1.80888
C 3.10476 0.86006 -0.77126
H 3.69669 -1.73186 -2.97101
H 5.65937 -0.36358 -3.54590
H 6.03379 1.76759 -2.34928
H 5.47085 3.35250 -0.77270
H 4.02904 4.22552 1.03391
H 1.98928 2.99962 1.64138
H 1.76364 -1.76187 1.88376
H 2.46331 -2.50147 4.11521
H 2.18792 -1.00512 6.06229
H 1.21085 1.24433 5.76931
H 0.50667 2.00754 3.54160
H 0.41886 3.42425 -0.38804
H -1.45358 5.01711 -0.36241
H -3.44311 4.57876 1.03301
H -3.55707 2.54105 2.42777
H -1.68042 0.94732 2.44161
O -2.58140 -2.78431 2.45055
C -2.23677 -2.39320 1.39339
O -1.12316 -1.55326 1.26320
C -2.87976 -2.68867 0.07636
C -3.98547 -3.52851 0.00263
C -4.51536 -3.77473 -1.23727
C -3.94282 -3.18460 -2.37860
C -4.45908 -3.41559 -3.67921
C -3.88132 -2.82894 -4.76271
C -2.75694 -1.98548 -4.59877
C -2.23268 -1.74027 -3.36334
C -2.81841 -2.33402 -2.22322
N -2.30933 -2.10519 -0.96995
H -4.38357 -3.95773 0.91070
H -5.37000 -4.43002 -1.35038
H -5.31633 -4.06682 -3.79040
H -4.27762 -3.00343 -5.75332
H -2.31110 -1.52384 -5.46953
H -1.38641 -1.07766 -3.25442
F -1.19811 0.54111 -1.51067
```

- spin multiplicity = 2
- largest force on an atom (eV/A) = 0.52
- molecular weight (u) = 815.62
- ΔE to the lowest compared entry with this formula, charge and spin (kJ/mol) = 0.00
- net charge = +2
- HOMO-LUMO gap (spin up / spin down) (eV) = 6.5 / 6.8

***

No. 5
The following is a DFT calculation (the ωB97M-V functional and the def2-TZVPD basis) of a structure of composition C32H22I2IrN6O3Se2 in a non-equilibrium geometry.

Geometry as XYZ:
```
68
Properties=species:S:1:pos:R:3
Ir -0.11310 -0.51493 -0.41320
Se -3.25481 0.01655 1.41136
Se -2.45585 -2.05622 2.01096
C -0.71540 -1.44028 2.55471
C -0.32452 -1.81422 3.86352
C 0.73278 -1.12844 4.48724
C 1.44944 -0.23534 3.76753
C 1.25454 -0.16968 2.29043
N -0.03573 -0.62604 1.78468
C -3.37228 -0.30872 -0.47184
C -4.63467 -0.41414 -1.02077
C -4.76184 -0.53432 -2.39838
C -3.61899 -0.49994 -3.16770
C -2.38601 -0.39401 -2.54506
N -2.24264 -0.32682 -1.21279
H -0.91515 -2.53797 4.40562
H 0.91953 -1.27229 5.54281
H 2.22605 0.37761 4.20555
H 1.99510 -0.84020 1.84223
H -5.50180 -0.39347 -0.37670
H -5.73961 -0.63555 -2.85016
H -3.66624 -0.55202 -4.24595
H -1.47824 -0.34060 -3.12311
I 0.79811 -0.23840 -5.49661
C 0.78391 -1.91975 -4.26769
C 1.01907 -3.20522 -4.78234
C 0.97150 -4.31105 -3.97331
I 1.28931 -6.18954 -4.82589
C 0.68365 -4.16620 -2.59385
C 0.63035 -5.21867 -1.65605
C 0.33780 -4.95387 -0.34438
C 0.07485 -3.63779 0.04827
N 0.10220 -2.63369 -0.80107
C 0.42856 -2.86565 -2.10432
C 0.50640 -1.72397 -2.92989
O 0.28046 -0.53002 -2.41052
H 1.24744 -3.31736 -5.83321
H 0.83796 -6.22971 -1.97987
H 0.30251 -5.74523 0.39003
H -0.14621 -3.41075 1.07972
O 3.94011 0.20167 -0.66090
C 2.88349 0.15347 -0.09255
O 1.96343 -0.74831 -0.21769
C 2.54864 1.31608 0.86508
C 3.19026 2.53437 0.66996
C 2.80230 3.62618 1.39921
C 1.66683 3.54784 2.23369
C 1.14846 4.67874 2.90577
C 0.04109 4.56758 3.69591
C -0.59561 3.32024 3.83688
C -0.10982 2.19780 3.21515
C 1.03555 2.29528 2.40714
N 1.58454 1.18517 1.78117
H 4.00177 2.55750 -0.04361
H 3.34204 4.56280 1.32993
H 1.64322 5.63158 2.76881
H -0.35525 5.43291 4.20855
H -1.48826 3.23805 4.44268
H -0.63215 1.25831 3.31827
N -1.11967 2.42856 -0.59656
C -0.91132 3.54389 -1.31447
C 0.30281 3.40042 -1.94901
C 0.77398 2.14723 -1.55167
N -0.08988 1.57682 -0.71301
H -1.89510 2.21112 0.00725
H -1.63057 4.34540 -1.33089
H 0.78041 4.09433 -2.61722
H 1.67029 1.63288 -1.85788
```

- spin multiplicity = 2
- largest force on an atom (eV/A) = 2.36
- molecular weight (u) = 1142.51
- ΔE to the lowest compared entry with this formula, charge and spin (kJ/mol) = 174.93
- net charge = +2
- HOMO-LUMO gap (spin up / spin down) (eV) = 5.5 / 4.7

***

No. 6
The following is a DFT calculation (the ωB97M-V functional and the def2-TZVPD basis) of a structure of composition C32H22MgN6O5.

Geometry as XYZ:
```
66
Properties=species:S:1:pos:R:3
Mg 0.06494 0.47491 -0.59457
O 2.13448 3.72285 -2.20143
C 1.64911 2.64368 -1.80841
N 0.45270 2.35668 -1.33288
C -0.41173 3.33434 -0.82476
C -0.92897 4.42381 -1.51160
C -1.80240 5.30555 -0.87708
C -2.14545 5.10184 0.45278
C -1.62101 4.02128 1.16026
C -0.76174 3.11785 0.53551
N -0.23380 1.94734 1.10937
C 0.10295 1.89366 2.38204
O 0.16517 2.78641 3.25638
C 0.42481 0.46921 2.82148
C 0.39248 0.16160 4.18210
C 0.55855 -1.15333 4.57665
C 0.77469 -2.12509 3.60508
C 0.82706 -1.72349 2.28251
N 0.65506 -0.46006 1.89203
C 2.60242 1.45302 -1.70573
C 3.77211 1.42265 -2.44766
C 4.68006 0.39868 -2.23378
C 4.39886 -0.56218 -1.27417
C 3.20204 -0.46733 -0.58507
N 2.32069 0.51186 -0.78426
H -0.63850 4.57740 -2.54285
H -2.20441 6.15364 -1.41972
H -2.81304 5.79498 0.95291
H -1.86778 3.87358 2.20173
H 0.23258 0.97509 4.87622
H 0.51238 -1.42443 5.62483
H 0.87914 -3.17226 3.86365
H 0.98824 -2.45125 1.49105
H 3.94109 2.21413 -3.16534
H 5.59502 0.34424 -2.81100
H 5.08088 -1.37992 -1.07571
H 2.92997 -1.20103 0.16702
O -2.74613 -3.66631 1.85224
C -3.51177 -2.54214 1.94677
C -4.66652 -2.59607 2.73136
C -5.49037 -1.49316 2.89002
C -5.15427 -0.30229 2.26913
C -4.00893 -0.24934 1.48775
C -3.17088 -1.34546 1.28823
C -2.00697 -1.08182 0.35656
O -1.94160 0.07738 -0.16775
N -1.17152 -2.08567 0.15556
N -0.15505 -1.65293 -0.68814
C 0.46668 -2.56633 -1.33063
C 1.33080 -2.26731 -2.46404
C 2.19208 -3.24121 -2.97344
C 2.91301 -3.05106 -4.13948
C 2.72314 -1.85329 -4.84931
C 1.86227 -0.88039 -4.39300
C 1.14202 -1.01163 -3.16005
O 0.37823 -0.08896 -2.72533
H -3.19982 -4.35709 2.33968
H -4.91271 -3.52911 3.23117
H -6.38383 -1.57132 3.49891
H -5.77519 0.57713 2.39242
H -3.71493 0.66509 0.98524
H 0.22193 -3.61081 -1.11889
H 2.29636 -4.17357 -2.42215
H 3.59192 -3.81278 -4.50737
H 3.25878 -1.69515 -5.78124
H 1.72461 0.04566 -4.94175
```

- largest force on an atom (eV/A) = 0.60
- molecular weight (u) = 594.87
- ΔE to the lowest compared entry with this formula, charge and spin (kJ/mol) = 105.50
- net charge = -2
- HOMO-LUMO gap (eV) = 5.7